No. 1
{"formula": "C5H13NO", "method": "wB97M-V/def2-TZVPD", "elements": ["C", "C", "C", "C", "N", "C", "H", "H", "H", "H", "H", "H", "H", "H", "H", "H", "H", "O", "H", "H"], "positions_angstrom": [[0.40428, -0.63135, -2.22910], [-0.11366, 0.51092, -1.78608], [-1.09845, 0.86832, -0.72323], [-0.86594, 0.35656, 0.69857], [0.02671, 1.16039, 1.57988], [1.45148, 1.08004, 1.12433], [0.65200, -1.52813, -1.75462], [0.94014, -0.48400, -3.21158], [0.28164, 1.30928, -2.43921], [-1.01820, 1.96548, -0.76763], [-2.11924, 0.66522, -0.97587], [-1.76010, 0.24646, 1.32153], [-0.26416, -0.64330, 0.72688], [-0.22392, 2.13949, 1.66021], [1.76852, 0.21887, 0.56891], [2.19878, 1.26062, 1.92507], [1.54004, 1.97307, 0.47021], [-0.09130, -2.78655, 0.97720], [-0.46201, -3.08608, 0.13603], [0.83161, -2.71376, 0.69076]], "nbo_charge": [-0.416, -0.150, -0.497, -0.238, -0.630, -0.429, 0.180, 0.191, 0.195, 0.209, 0.234, 0.205, 0.223, 0.347, 0.197, 0.195, 0.171, -0.915, 0.466, 0.463], "homo_energy_ev": -8.30, "multiplicity": 1, "energy_ha": -328.206874, "gap_ev": 9.05, "smiles": "C=CCCNC.O"}

***

No. 2
{"formula": "C36H22BrF4N5PZn", "method": "wB97M-V/def2-TZVPD", "elements": ["Zn", "C", "C", "C", "C", "N", "C", "N", "C", "N", "C", "N", "C", "C", "C", "C", "C", "N", "C", "C", "C", "C", "C", "C", "H", "H", "H", "H", "H", "H", "H", "H", "H", "H", "H", "H", "F", "C", "C", "F", "C", "F", "C", "P", "C", "C", "C", "C", "C", "C", "C", "C", "C", "C", "C", "C", "C", "Br", "C", "F", "H", "H", "H", "H", "H", "H", "H", "H", "H", "H"], "positions_angstrom": [[-12.60317, -6.41122, 12.48914], [-7.91062, -5.99550, 10.30291], [-7.60305, -5.33752, 11.68279], [-8.41416, -5.15578, 12.76393], [-9.81552, -5.42578, 13.17254], [-10.78579, -5.29229, 12.27055], [-10.20661, -5.07255, 10.95734], [-9.92915, -5.68037, 14.49848], [-11.03247, -6.14151, 14.99994], [-12.17630, -6.46080, 14.38279], [-13.09089, -6.85085, 15.31978], [-14.24772, -7.43083, 15.13641], [-14.94503, -7.56440, 13.97208], [-16.19814, -8.20657, 14.10510], [-17.01388, -8.30537, 13.02738], [-16.63133, -7.70077, 11.82503], [-15.41117, -7.04289, 11.76161], [-14.56776, -6.97742, 12.82480], [-12.47712, -6.75057, 16.64087], [-12.95698, -7.11123, 17.88511], [-12.07954, -6.90548, 18.96026], [-10.81829, -6.43100, 18.78053], [-10.35159, -6.10127, 17.51519], [-11.19215, -6.27237, 16.45219], [-7.32713, -6.91007, 10.14032], [-6.57258, -5.12074, 11.89382], [-7.86525, -4.84560, 13.67227], [-9.86756, -4.05565, 10.69451], [-16.38090, -8.59408, 15.09752], [-17.92349, -8.88871, 13.06428], [-17.27157, -7.63660, 10.95591], [-15.15273, -6.49738, 10.85204], [-13.93544, -7.53377, 17.99373], [-12.41498, -7.11596, 19.96671], [-10.23328, -6.34035, 19.66255], [-9.33410, -5.73052, 17.37631], [-9.29515, -12.05548, 8.94202], [-10.02322, -11.00407, 9.12969], [-10.26568, -10.05227, 8.14022], [-9.85008, -10.30908, 6.91202], [-10.90996, -8.86687, 8.45992], [-11.03468, -7.87647, 7.59609], [-11.41333, -8.64980, 9.71695], [-12.07991, -6.99710, 10.12077], [-10.63586, -5.84685, 9.75176], [-10.66120, -5.11570, 8.43464], [-9.59571, -4.60342, 7.79529], [-8.19290, -4.49563, 8.19826], [-7.46726, -4.99386, 9.20250], [-9.41520, -6.27242, 10.46025], [-13.40834, -6.63484, 8.81690], [-13.95343, -5.33149, 8.83373], [-14.87003, -4.91209, 7.83977], [-15.26675, -5.75745, 6.82608], [-14.71598, -7.02852, 6.79924], [-13.87026, -7.48674, 7.81903], [-11.34965, -9.67424, 10.65704], [-11.97101, -9.39536, 12.42537], [-10.57793, -10.80223, 10.38513], [-10.31003, -11.60087, 11.40485], [-11.55344, -5.13890, 7.82058], [-9.84112, -4.21414, 6.82258], [-7.65936, -3.88210, 7.47625], [-6.41335, -4.64826, 9.16229], [-9.57027, -7.07879, 11.21094], [-13.69768, -4.64120, 9.60875], [-15.23458, -3.91517, 7.86860], [-15.95237, -5.36315, 6.06769], [-15.02790, -7.68271, 6.02852], [-13.55583, -8.53915, 7.76397]], "nbo_charge": [1.613, -0.305, -0.078, -0.294, 0.473, -0.698, -0.063, -0.538, 0.498, -0.836, 0.496, -0.517, 0.377, -0.220, -0.136, -0.260, 0.048, -0.665, -0.114, -0.142, -0.181, -0.192, -0.170, -0.041, 0.255, 0.219, 0.249, 0.251, 0.251, 0.236, 0.238, 0.215, 0.236, 0.225, 0.227, 0.237, -0.249, 0.320, 0.274, -0.267, 0.400, -0.291, -0.452, 0.743, -0.363, -0.178, -0.208, -0.230, -0.157, -0.224, -0.347, -0.224, -0.202, -0.176, -0.215, -0.137, -0.106, 0.130, 0.304, -0.275, 0.229, 0.221, 0.219, 0.228, 0.232, 0.215, 0.225, 0.234, 0.226, 0.211], "homo_energy_ev": -11.09, "multiplicity": 1, "energy_ha": -6752.731226, "gap_ev": 7.39, "total_charge": 1}

***

No. 3
{"formula": "C4H11NO", "method": "wB97M-V/def2-TZVPD", "elements": ["C", "C", "C", "H", "H", "H", "H", "H", "H", "N", "C", "O", "H", "H", "H", "H", "H"], "positions_angstrom": [[2.35849, 0.33908, -0.34576], [3.17300, 0.60211, 0.67047], [2.87503, 0.15626, 2.08015], [2.60703, 0.75546, -1.31697], [1.78627, -0.57942, -0.36952], [4.20368, 0.90500, 0.52127], [1.95919, -0.42526, 2.07869], [3.04517, 1.03966, 2.70403], [3.69483, -0.46312, 2.47149], [-3.13606, -1.25876, -0.64956], [-3.02572, -0.11183, -1.53860], [-3.43643, 1.11737, -0.97146], [-2.26709, -1.45451, -0.18504], [-3.96056, -1.40730, -0.09417], [-3.52061, -0.42020, -2.46156], [-1.95880, 0.03799, -1.65500], [-4.39745, 1.16745, -0.93847]], "nbo_charge": [-0.437, -0.144, -0.660, 0.192, 0.197, 0.197, 0.218, 0.229, 0.210, -0.882, 0.082, -0.721, 0.367, 0.369, 0.152, 0.172, 0.462], "homo_energy_ev": -9.24, "multiplicity": 1, "energy_ha": -288.920070, "gap_ev": 10.19, "smiles": "C=CC.NCO"}

***

No. 4
{"formula": "C4H8N4", "method": "wB97M-V/def2-TZVPD", "elements": ["C", "C", "C", "C", "H", "H", "H", "H", "H", "H", "H", "H", "N", "N", "N", "N"], "positions_angstrom": [[-2.58168, 0.05422, -0.12603], [-0.11650, -0.20454, 0.06289], [0.29083, -1.45408, 0.08261], [1.63433, -1.47648, -0.00798], [-3.40560, 0.86177, -0.39063], [-2.50498, -0.62052, -1.00794], [-3.22738, -0.71795, 0.72233], [-0.45757, -2.16636, 0.01601], [2.31389, -2.38595, 0.27330], [3.24128, -0.08840, -0.10116], [-0.04732, 2.68991, -0.68852], [1.45061, 2.26432, 1.46019], [-1.12738, 0.57282, 0.10029], [2.10918, -0.13936, -0.35181], [0.99356, 0.67730, -0.00103], [1.43473, 2.13330, -0.04251]], "nbo_charge": [-0.449, 0.357, -0.413, 0.054, 0.214, 0.177, 0.164, 0.244, 0.232, 0.414, 0.369, 0.332, -0.559, -0.433, -0.125, -0.578], "homo_energy_ev": -7.28, "multiplicity": 1, "energy_ha": -375.822213, "gap_ev": 6.90}

***

No. 5
{"formula": "C9H8ClNS2", "method": "wB97M-V/def2-TZVPD", "elements": ["Cl", "C", "C", "C", "C", "C", "C", "N", "C", "S", "C", "C", "S", "H", "H", "H", "H", "H", "H", "H", "H"], "positions_angstrom": [[1.21873, -1.15145, -2.33998], [1.64082, -0.86764, -0.69475], [2.77412, -1.35041, -0.03923], [3.15208, -1.08985, 1.27603], [2.73492, 0.13770, 1.92158], [1.81180, 0.92325, 1.16626], [1.36656, 0.40624, 0.02895], [0.32033, 1.13232, -0.38749], [-0.97481, 0.87682, -0.40615], [-1.72450, -0.35960, 0.54943], [-3.16509, -0.56287, -0.51771], [-3.63293, 0.87643, -1.09172], [-1.98101, 2.13560, -1.32620], [3.10663, -2.23034, -0.52578], [4.03317, -1.51501, 1.85661], [3.26543, 0.68355, 2.64629], [1.37748, 1.79720, 1.67818], [-2.86273, -1.32553, -1.41443], [-3.96712, -0.80533, 0.28978], [-4.12326, 0.85607, -2.29265], [-4.37062, 1.43284, -0.37702]], "nbo_charge": [0.051, -0.091, -0.207, -0.260, -0.157, -0.264, 0.130, -0.459, -0.033, 0.300, -0.602, -0.474, 0.193, 0.213, 0.226, 0.213, 0.233, 0.255, 0.256, 0.249, 0.229], "homo_energy_ev": -7.97, "multiplicity": 1, "energy_ha": -1658.914854, "gap_ev": 8.25, "smiles": "Clc1ccccc1N=C1SCCS1"}

***

No. 6
{"formula": "C6H18O3RbS3", "method": "wB97M-V/def2-TZVPD", "elements": ["Rb", "C", "S", "O", "C", "H", "H", "H", "H", "H", "H", "C", "S", "O", "C", "H", "H", "H", "H", "H", "H", "C", "S", "O", "C", "H", "H", "H", "H", "H", "H"], "positions_angstrom": [[1.84245, -0.21590, -1.30781], [0.36308, -3.58497, 2.68794], [0.63533, -2.01784, 3.52383], [0.46627, -0.87393, 2.52312], [-0.90980, -1.91478, 4.42869], [1.26116, -3.69368, 2.07988], [-0.55446, -3.58500, 2.09953], [0.26450, -4.44801, 3.34637], [-0.96697, -1.01112, 5.03552], [-1.04797, -2.78439, 5.07117], [-1.63977, -1.74306, 3.63763], [4.11091, 5.13442, -2.19908], [2.46064, 5.10367, -1.35826], [1.86724, 3.72916, -1.41989], [3.09098, 5.42093, 0.31303], [4.13489, 4.85657, -3.25280], [4.88432, 4.60973, -1.63816], [4.49547, 6.15371, -2.16358], [2.34994, 5.02013, 1.00464], [3.32363, 6.44846, 0.59256], [3.96290, 4.83470, 0.60318], [-2.91329, -3.35455, -3.44801], [-2.57782, -2.38735, -1.93496], [-2.06456, -1.00920, -2.38645], [-4.27338, -2.06070, -1.20899], [-2.14103, -3.09304, -4.17141], [-3.80114, -2.92323, -3.91036], [-2.94892, -4.43871, -3.34103], [-5.01286, -1.92481, -1.99817], [-4.18901, -1.23836, -0.49853], [-4.47273, -3.00884, -0.70961]], "nbo_charge": [0.990, -0.837, 1.227, -1.009, -0.822, 0.232, 0.233, 0.250, 0.253, 0.236, 0.240, -0.828, 1.248, -1.005, -0.852, 0.246, 0.223, 0.241, 0.251, 0.253, 0.226, -0.827, 1.153, -1.000, -0.771, 0.255, 0.238, 0.246, 0.235, 0.253, 0.223], "homo_energy_ev": -11.33, "multiplicity": 1, "energy_ha": -1683.471745, "gap_ev": 8.15, "total_charge": 1}

***

No. 7
{"formula": "C6H7BNO4", "method": "wB97M-V/def2-TZVPD", "elements": ["O", "C", "O", "C", "B", "O", "O", "C", "C", "C", "N", "C", "H", "H", "H", "H", "H", "H", "H"], "positions_angstrom": [[-0.67486, -2.07744, -1.47168], [-0.16431, -0.97196, -1.63764], [0.34301, -0.47342, -2.63262], [-0.17652, -0.10635, -0.25539], [-0.96356, 1.33450, -0.70543], [-0.75854, 1.79953, -1.99424], [-1.91819, 1.93072, 0.05209], [1.19872, 0.32074, 0.02920], [1.91520, 0.06702, 1.14183], [1.22691, -0.74157, 2.09940], [0.04848, -1.17404, 2.04913], [-0.82210, -1.02802, 0.96294], [-0.25500, 1.03302, -2.45440], [-2.51818, 2.59910, -0.45090], [1.75031, 0.75313, -0.85330], [2.91484, 0.28120, 1.19245], [1.90367, -0.92440, 2.95595], [-1.79516, -0.65569, 1.37314], [-1.25471, -1.96607, 0.59949]], "nbo_charge": [-0.724, 0.817, -0.769, -0.544, 1.123, -0.959, -0.916, -0.058, -0.386, 0.084, -0.430, -0.233, 0.520, 0.492, 0.212, 0.197, 0.137, 0.192, 0.249], "homo_energy_ev": -4.41, "multiplicity": 1, "energy_ha": -613.541020, "gap_ev": 7.61, "total_charge": -1, "smiles": "O=C([O-])[C@]1(B(O)O)C=CC=NC1"}

***

No. 8
{"formula": "C5H10N2S", "method": "wB97M-V/def2-TZVPD", "elements": ["C", "C", "C", "C", "C", "H", "H", "H", "H", "H", "H", "H", "H", "H", "H", "N", "N", "S"], "positions_angstrom": [[0.56924, 2.01093, 1.11774], [0.85132, 1.93731, -0.37030], [0.21057, 0.67395, -0.81560], [0.00498, -0.22168, 0.18514], [-0.95633, -2.30392, 0.77478], [1.46815, 1.49472, 1.63089], [-0.31817, 1.32413, 1.54672], [0.77559, 2.92986, 1.52445], [1.92023, 1.93416, -0.72341], [0.26488, 2.66478, -0.76282], [-0.22317, 0.65036, -1.89671], [-0.02598, -0.08657, 1.33812], [-1.24614, -1.21883, -2.59513], [-0.33367, -3.25381, -1.67447], [-1.59095, -3.06517, 0.24406], [-0.41981, -1.54274, -0.24993], [-0.23759, -1.84137, -1.70294], [-0.71316, -2.08612, 2.42942]], "nbo_charge": [-0.609, -0.453, -0.196, -0.107, -0.062, 0.201, 0.223, 0.216, 0.229, 0.203, 0.220, 0.274, 0.336, 0.382, 0.195, -0.297, -0.617, -0.137], "homo_energy_ev": -8.17, "multiplicity": 1, "energy_ha": -703.912387, "gap_ev": 7.73}